{
  "formula": "C52H108N7O7",
  "method": "ωB97M-V with the def2-TZVPD basis set",
  "charge": 5,
  "e_homo_ev": -14.6,
  "elements": ["N", "O", "O", "O", "C", "C", "C", "C", "C", "C", "N", "O", "C", "C", "C", "H", "H", "H", "H", "H", "H", "H", "H", "H", "H", "H", "H", "H", "H", "H", "H", "H", "H", "C", "C", "C", "C", "C", "C", "N", "O", "C", "C", "C", "H", "H", "H", "H", "H", "H", "H", "H", "H", "H", "H", "H", "H", "H", "H", "H", "H", "H", "C", "C", "C", "C", "C", "C", "N", "O", "C", "C", "C", "H", "H", "H", "H", "H", "H", "H", "H", "H", "H", "H", "H", "H", "H", "H", "H", "H", "H", "C", "C", "C", "C", "C", "C", "N", "O", "C", "C", "C", "H", "H", "H", "H", "H", "H", "H", "H", "H", "H", "H", "H", "H", "H", "H", "H", "H", "H", "C", "C", "C", "N", "C", "C", "C", "C", "C", "H", "H", "H", "H", "H", "H", "H", "H", "H", "H", "H", "H", "H", "H", "H", "H", "H", "H", "C", "C", "C", "N", "C", "C", "C", "C", "C", "H", "H", "H", "H", "H", "H", "H", "H", "H", "H", "H", "H", "H", "H", "H", "H", "H", "H"],
  "xyz": [[-0.8823, 0.2657, -1.1209], [-1.3395, -0.4674, -1.9650], [0.1975, -0.0771, -0.6413], [-1.4547, 1.2876, -0.8655], [-0.3925, -5.0820, 1.1785], [-1.9361, -5.3374, 1.3718], [-2.2754, -6.8483, 0.9329], [-3.2669, -7.6034, 1.8309], [-2.7298, -7.4709, 3.2243], [-2.7399, -6.0285, 3.8476], [-2.1792, -5.0561, 2.8440], [-1.6258, -3.8652, 3.3293], [-1.9239, -5.9375, 5.1456], [-4.1798, -5.5724, 4.0832], [-2.8472, -4.3819, 0.5351], [0.1257, -5.5113, 0.3210], [0.0704, -5.6527, 1.9834], [-0.1375, -4.0229, 1.2156], [-1.3119, -7.3558, 0.9809], [-2.7101, -6.9110, -0.0647], [-3.3155, -8.6865, 1.7190], [-4.2661, -7.2164, 1.6309], [-1.7000, -7.8202, 3.1503], [-3.2319, -8.1442, 3.9191], [-1.9401, -4.9477, 5.6019], [-0.8884, -6.1705, 4.8974], [-2.1813, -6.6686, 5.9119], [-4.6093, -6.1296, 4.9158], [-4.8631, -5.6053, 3.2346], [-4.1377, -4.5322, 4.4061], [-2.6393, -3.3744, 0.8954], [-3.9141, -4.4772, 0.7370], [-2.8066, -4.4542, -0.5517], [5.0900, 6.0961, -5.2928], [3.6032, 6.1216, -4.8699], [2.9717, 4.7264, -5.3090], [3.4378, 3.5120, -4.3961], [2.7481, 3.6775, -2.9652], [2.5384, 5.2210, -2.4359], [3.5457, 6.1256, -3.2941], [3.9756, 7.3324, -2.6714], [2.9524, 5.3337, -0.9667], [1.0739, 5.7002, -2.6867], [2.7706, 7.2534, -5.5128], [5.7671, 5.2744, -5.0595], [5.6406, 6.9949, -5.0155], [5.1405, 6.1009, -6.3816], [3.4573, 4.6872, -6.2841], [1.8944, 4.8703, -5.3906], [4.5269, 3.5521, -4.4118], [3.1385, 2.5499, -4.8118], [3.2739, 2.9679, -2.3263], [1.8215, 3.1047, -3.0012], [3.9697, 4.9977, -0.7659], [2.4804, 4.5207, -0.4150], [2.8892, 6.3096, -0.4852], [0.4542, 5.1261, -1.9979], [0.6501, 5.3719, -3.6357], [0.7884, 6.7522, -2.6850], [2.9936, 8.2954, -5.2835], [1.7214, 6.9952, -5.3691], [2.7445, 7.3507, -6.5982], [-1.4069, -3.4546, -8.6041], [-0.8386, -2.8474, -7.2490], [0.5864, -2.2418, -7.4808], [0.6616, -0.8141, -8.1566], [-0.3598, 0.1972, -7.4140], [-1.8272, -0.2912, -7.3609], [-1.7375, -1.7300, -6.7160], [-2.7460, -2.1462, -5.7813], [-2.5052, -0.3421, -8.7691], [-2.6291, 0.6973, -6.5261], [-0.6839, -4.0535, -6.2371], [-0.7956, -4.2957, -8.9309], [-1.3895, -2.8325, -9.4990], [-2.4239, -3.7783, -8.3823], [1.0599, -2.8054, -8.2847], [1.1886, -2.2261, -6.5724], [0.4534, -0.8898, -9.2239], [1.6384, -0.3305, -8.1715], [-0.3276, 1.1911, -7.8605], [-0.0869, 0.4369, -6.3863], [-1.8870, -0.7040, -9.5906], [-2.6497, 0.6823, -9.1123], [-3.4353, -0.9025, -8.8641], [-2.1358, 0.8966, -5.5747], [-3.5187, 0.3228, -6.0197], [-2.7698, 1.6478, -7.0406], [-1.5846, -4.6562, -6.1201], [-0.2314, -3.7496, -5.2933], [-0.0005, -4.8020, -6.6382], [-6.1726, 4.0722, 5.6177], [-6.5156, 4.5379, 4.1580], [-7.0734, 5.9668, 4.2341], [-7.2759, 6.7478, 2.9213], [-6.0131, 6.7474, 2.1057], [-5.1358, 5.4263, 2.0241], [-5.2232, 4.5875, 3.3360], [-4.3537, 3.5593, 3.5736], [-3.6400, 5.7808, 1.7056], [-5.7658, 4.5368, 0.9198], [-7.6300, 3.5621, 3.5497], [-7.0371, 4.0875, 6.2814], [-5.3570, 4.7063, 5.9653], [-5.7255, 3.0781, 5.6216], [-6.3731, 6.5982, 4.7810], [-8.0588, 5.8896, 4.6935], [-7.4645, 7.8091, 3.0827], [-7.9778, 6.1702, 2.3197], [-5.3087, 7.5062, 2.4463], [-6.3621, 6.9163, 1.0869], [-3.0565, 6.2445, 2.5010], [-3.7062, 6.2640, 0.7308], [-3.0781, 4.8646, 1.5244], [-5.3387, 3.5341, 0.9043], [-5.5177, 4.8318, -0.0997], [-6.8478, 4.6240, 1.0194], [-7.8595, 3.7745, 2.5056], [-8.6245, 3.4744, 3.9872], [-7.1185, 2.6122, 3.3938], [5.0097, -6.8441, -3.4443], [5.5985, -6.1171, -2.1684], [6.3032, -4.8232, -2.5402], [6.4853, -3.7551, -1.3857], [7.4065, -4.4673, -0.3969], [5.2486, -3.2687, -0.7184], [5.5935, -1.9846, -0.0464], [6.7540, -1.3441, -0.6800], [7.1582, -2.3997, -1.8199], [5.8196, -6.9146, -4.1703], [4.2036, -6.3298, -3.9676], [4.7673, -7.8579, -3.1256], [6.2256, -6.6943, -1.4889], [4.6854, -5.8145, -1.6558], [5.5545, -4.3247, -3.1558], [7.2122, -4.9985, -3.1158], [8.3284, -4.6819, -0.9375], [6.8146, -5.3106, -0.0413], [7.6167, -3.8441, 0.4723], [4.7638, -3.9973, -0.0687], [4.4826, -3.0919, -1.4734], [5.7217, -2.2563, 1.0014], [4.7140, -1.3407, -0.0468], [7.5937, -1.4087, 0.0120], [6.6354, -0.3153, -1.0203], [8.1759, -2.5338, -2.1865], [6.4655, -2.1582, -2.6261], [0.8513, 0.7817, 4.6734], [0.6018, 0.8078, 6.1960], [1.6056, -0.0195, 6.9869], [1.5503, 0.0788, 8.5247], [2.4632, -1.0176, 9.0625], [0.0652, 0.0329, 9.0877], [-0.4818, 1.4842, 9.3171], [0.7064, 2.2814, 9.4808], [1.9511, 1.4741, 9.0545], [0.5693, -0.2034, 4.3017], [1.8870, 0.9972, 4.4106], [0.1682, 1.4404, 4.1372], [-0.4123, 0.5126, 6.4655], [0.6644, 1.8533, 6.4978], [2.6083, 0.2623, 6.6656], [1.4523, -1.0163, 6.5733], [2.5656, -0.7374, 10.1109], [3.4335, -0.9278, 8.5742], [1.9941, -1.9445, 8.7326], [0.1189, -0.4459, 10.0655], [-0.3092, -0.7228, 8.3971], [-1.1198, 1.4160, 10.1982], [-1.0167, 1.8398, 8.4364], [0.7875, 2.4556, 10.5537], [0.6108, 3.1833, 8.8762], [2.7210, 1.4336, 9.8251], [2.5921, 1.8206, 8.2438]],
  "forces_ev_per_a": [[1.1, -1.2, -1.0], [-1.9, -2.3, -2.6], [1.9, 0.4, 1.9], [-1.0, 3.2, 1.7], [-0.2, -0.1, 0.7], [-0.5, -0.9, -1.9], [-0.1, -0.2, 0.9], [0.3, 0.7, 0.2], [0.2, 0.7, 0.8], [-0.3, -0.8, -0.2], [4.0, 6.1, 2.5], [-3.9, -7.6, -3.2], [0.8, 0.2, -0.2], [-0.5, 1.0, 0.4], [-0.4, 1.0, 1.2], [-1.0, -0.1, -0.6], [0.3, 0.4, 0.4], [-0.1, -0.1, 0.2], [-0.1, -0.2, -0.3], [0.6, 0.6, -0.2], [0.2, 0.1, -0.9], [-0.2, 0.0, 0.5], [0.2, 0.0, 0.4], [-0.1, 0.3, 0.2], [-0.2, -0.1, -0.2], [0.2, 0.1, 0.0], [-0.6, -0.1, -0.4], [0.1, -0.2, -0.1], [0.3, -0.3, -0.1], [-0.1, 0.1, 0.1], [0.3, 0.2, -0.5], [-0.1, -0.6, 0.4], [0.9, -0.2, 0.2], [0.7, 1.0, -0.5], [0.7, -2.0, 0.0], [1.3, 0.4, 0.7], [-1.5, 2.2, 0.1], [0.7, 0.0, -1.2], [1.4, -1.4, -0.2], [0.3, 8.5, 3.0], [-2.6, -8.5, -4.1], [0.7, -0.6, 0.2], [-0.3, -0.5, -1.0], [-0.7, 0.3, 0.2], [-0.7, -0.4, 0.7], [-0.3, 0.2, 0.3], [-0.5, 0.1, -0.1], [-0.6, -0.6, -0.3], [0.1, -0.5, -0.1], [0.0, -0.1, 0.5], [-0.1, 0.2, -0.1], [0.6, 1.0, 0.8], [-0.7, 0.9, -0.2], [0.5, 0.3, -0.8], [-0.9, 0.4, 0.0], [-0.6, -0.1, -0.2], [0.2, 0.2, 0.5], [0.5, -0.2, -0.3], [0.8, 0.1, 0.7], [0.1, -0.2, 0.9], [-0.1, 0.5, 0.7], [1.0, -1.1, -0.3], [-0.4, 0.6, 0.4], [1.4, -0.6, 0.1], [0.3, 1.7, -1.4], [-2.1, 0.9, 1.5], [0.9, -1.0, -0.9], [0.0, 0.2, -0.3], [-7.0, -3.1, 4.1], [7.0, 3.2, -6.2], [0.6, -0.6, -0.8], [0.1, -0.6, 2.1], [-0.3, 0.4, -0.5], [0.1, -0.2, 0.7], [-0.2, 0.6, 0.5], [0.0, -0.1, -0.3], [0.1, -0.8, 0.7], [-0.2, -0.3, 0.0], [-0.5, 0.0, 0.1], [0.2, -0.5, 0.6], [-0.3, -0.1, -0.5], [0.4, -0.6, 0.2], [0.4, -0.4, 0.4], [-0.3, 0.2, 0.6], [-0.1, 0.2, 0.6], [0.9, 0.3, -0.1], [-0.7, -0.2, -1.2], [-0.1, -0.4, -0.1], [-0.3, 0.6, 0.3], [-0.5, 0.2, 0.1], [0.3, 0.4, -0.5], [1.0, -0.1, -1.2], [-1.2, 0.4, 1.3], [0.0, 1.2, -0.6], [0.8, -2.0, 0.1], [1.5, -0.8, 0.0], [0.7, 0.9, 0.1], [2.6, -7.0, 0.2], [-5.0, 7.0, -1.6], [-0.8, -1.7, 0.0], [0.3, -0.5, 0.1], [1.9, -0.3, -2.0], [0.0, 0.2, -0.3], [-0.3, 0.3, 0.4], [-0.4, -0.2, -0.1], [-0.2, -0.2, 0.8], [0.3, 0.1, 0.6], [-0.9, -0.4, 0.1], [-0.8, 0.8, 0.1], [-0.2, 0.3, -0.2], [0.7, 0.4, -0.2], [-0.6, 0.7, -0.2], [0.3, 0.6, 0.4], [-0.2, -0.3, -0.2], [-0.5, -0.3, 0.6], [0.2, 1.0, 0.2], [0.1, -0.6, -0.2], [0.0, 0.7, 0.0], [0.6, 0.3, 1.0], [-0.3, -0.4, 0.7], [2.1, 0.0, 0.7], [-1.1, 0.7, -0.1], [-1.7, 1.5, -0.3], [2.4, -0.8, 0.5], [-0.9, 0.7, 0.1], [-1.3, -0.7, -1.2], [-2.1, 0.0, 1.9], [3.1, -1.8, -0.8], [-2.7, 0.1, -0.3], [0.0, -0.3, -0.2], [-0.2, 0.1, 0.6], [-0.3, 0.1, -0.3], [-0.3, -0.6, -0.5], [0.1, -0.1, 0.7], [0.4, 0.3, -0.5], [0.2, 0.4, 0.4], [-0.2, -0.4, 0.3], [0.6, -0.2, -0.1], [0.0, 0.2, -0.2], [0.6, -0.2, 0.1], [0.2, 0.0, -0.5], [0.5, 0.5, 0.2], [-0.1, 0.0, -0.1], [0.0, 0.7, 0.1], [0.0, -0.4, -0.3], [-0.1, 0.0, 0.4], [0.6, 0.2, -0.7], [-0.6, -0.9, 0.5], [0.0, 1.3, 0.3], [-0.3, 0.6, -0.6], [-0.8, 1.0, 0.4], [-0.8, 1.4, -0.5], [1.2, -1.2, -0.4], [-1.6, -3.3, -2.0], [2.6, 1.1, 0.6], [1.3, -0.1, -1.3], [0.4, -0.2, -0.2], [-0.1, 0.1, 0.0], [0.2, 0.3, 0.2], [-0.1, -0.2, -0.3], [0.1, 0.2, 0.2], [0.2, 0.1, 0.4], [0.1, -0.6, 1.0], [-0.1, -1.1, 0.1], [-0.1, 0.1, 0.0], [0.2, -0.2, 0.8], [0.3, -0.1, 0.0], [-1.2, 0.5, 0.2], [-0.1, 0.3, -0.3], [-0.5, -0.3, 0.2], [0.5, 0.8, -0.2], [0.3, 0.2, 0.6], [-0.5, -0.7, 0.5], [-0.6, 0.9, -0.2]]
}